1) The following is a DFT calculation (ωB97M-V/def2-TZVPD) of a 2-piece molecular cluster, C3H3FO2 overall.

XYZ file:
```
9
C3H3FO2 (ωB97M-V/def2-TZVPD)
C -0.6396 -0.1161 -0.9266
C 0.8159 0.5653 2.5274
C 0.6959 1.5766 1.8667
O 0.7682 -0.6232 3.0207
O 0.1579 -0.4419 -0.0838
F 0.7733 2.8644 1.5561
H -1.5868 -0.6371 -1.1050
H -0.3494 0.7579 -1.5949
H 1.5068 -1.1556 2.7742
```

Results
HOMO energy	-9.1	eV
SMILES string	OC#CF.C=O
charge	0

Here is what Mulliken gives for the atomic charges, in e: atom 1 (C): -0.11, atom 2 (C): 0.41, atom 3 (C): -0.03, atom 4 (O): -0.47, atom 5 (O): -0.35, atom 6 (F): -0.23, atom 7 (H): 0.25, atom 8 (H): 0.21, atom 9 (H): 0.34

=====

2) The following is a DFT calculation (ωB97M-V/def2-TZVPD) of one molecule with the formula C3H3FO2.

XYZ file:
```
9
C3H3FO2 (ωB97M-V/def2-TZVPD)
C 0.1390 -0.6373 -1.6297
C 0.1546 -0.2685 -0.3743
C -0.3161 0.7496 1.5131
H 0.6691 -1.6480 -1.9992
H 0.3999 -0.8916 0.6429
H -0.1782 1.7061 2.1252
O -0.0993 0.9689 0.1928
O -0.7453 -0.3513 2.0575
F -0.0237 0.3722 -2.5284
```

Results
HOMO energy	-10.0	eV
SMILES string	O=CO/C=C\F
charge	0

Here is what Mulliken gives for the atomic charges, in e: atom 1 (C): -0.07, atom 2 (C): 0.04, atom 3 (C): 0.20, atom 4 (H): 0.24, atom 5 (H): 0.26, atom 6 (H): 0.31, atom 7 (O): -0.23, atom 8 (O): -0.52, atom 9 (F): -0.23

=====

Most stable structure among those shown: 2).